82
Properties=species:S:1:pos:R:3:forces:R:3:lowdin_spin:R:1 method="wB97M-V/def2-TZVPD" relative_energy_kj_mol=0.6 s_squared=8.807 charge=-1 spin_multiplicity=6 e_lumo_ev="2.0747 / 1.1389" homo_ev="-4.94 / -5.55"
Mn 0.081372 0.152574 0.325410 0.1 0.2 -0.1 3.843
Br -4.425359 -1.400950 1.920264 0.0 0.0 0.0 0.002
C -3.781326 0.374253 1.835510 0.0 0.0 0.0 0.005
C -4.607824 1.424256 2.266598 0.0 0.0 0.0 -0.001
C -4.176924 2.717738 2.218655 0.0 0.0 0.0 0.006
Br -5.344554 4.098708 2.801186 0.0 0.0 0.0 0.001
C -2.881026 3.032955 1.740502 0.0 0.0 0.0 0.001
C -2.331613 4.330502 1.638437 0.0 0.0 0.0 0.001
C -1.069916 4.497786 1.144342 0.0 0.0 0.0 0.001
C -0.326914 3.370968 0.745266 0.0 0.0 0.0 0.008
N -0.809519 2.159446 0.841838 0.0 -0.1 0.0 0.043
C -2.062661 1.965690 1.319601 0.0 0.1 0.0 0.004
C -2.503447 0.593063 1.347288 0.0 0.0 0.0 0.005
O -1.725393 -0.342285 0.908924 -0.1 -0.1 0.0 0.041
H -5.597112 1.192413 2.636077 0.0 0.0 0.0 0.000
H -2.923254 5.180688 1.950556 0.0 0.0 0.0 0.000
H -0.633498 5.482373 1.049987 0.0 0.0 0.0 0.000
H 0.664601 3.460599 0.321616 0.0 0.0 0.0 0.001
Cl 3.997339 -3.405711 -4.427610 0.0 0.0 0.0 0.001
C 3.400598 -2.375605 -3.176363 0.0 0.1 0.0 0.002
C 2.493934 -2.858345 -2.238662 0.1 0.0 0.0 0.000
Cl 1.952570 -4.493736 -2.322220 0.0 0.0 0.0 0.001
C 2.003485 -2.018190 -1.250478 0.0 0.0 0.1 0.004
Cl 0.861979 -2.599332 -0.083818 0.0 0.0 -0.1 0.030
C 2.372898 -0.659981 -1.158447 0.0 -0.1 -0.1 0.007
O 1.892804 0.133168 -0.265147 0.1 0.0 0.1 0.030
C 3.319473 -0.204805 -2.105449 0.0 0.0 0.0 0.002
Cl 3.820198 1.434301 -1.993971 0.0 0.0 0.0 0.001
C 3.812761 -1.042294 -3.094058 0.0 -0.1 0.0 0.000
Cl 4.938777 -0.432178 -4.249848 0.0 0.0 0.0 0.000
O 1.908836 -0.649972 3.700061 0.0 0.0 0.0 0.016
N 1.745205 -0.574008 2.514887 0.1 -0.1 0.0 0.005
O 0.597996 -0.015838 2.190680 -0.1 0.1 -0.1 -0.003
C -6.552650 -5.884517 -1.352280 0.0 0.0 0.0 0.002
C -5.594714 -4.736700 -1.526456 0.0 0.0 0.0 0.010
C -6.032978 -3.421513 -1.481149 0.0 0.0 0.0 0.005
C -5.154183 -2.350465 -1.622130 0.0 0.0 0.0 0.030
C -5.716331 -0.951635 -1.560174 0.0 0.0 0.0 0.006
C -3.793595 -2.612341 -1.828598 0.0 0.0 0.0 0.141
Te -2.500206 -0.841775 -2.029870 0.0 0.0 0.1 0.393
N -0.567092 0.261888 -1.515344 0.0 -0.1 0.0 0.194
C -0.212150 1.337069 -2.237564 0.0 0.0 0.0 0.022
O 0.548556 2.224862 -1.834291 0.0 0.0 0.0 0.052
C -0.760577 1.470937 -3.638353 0.0 0.0 0.0 -0.001
C 0.030193 1.099979 -4.721527 0.0 0.0 0.0 0.000
C -0.461553 1.196013 -6.012761 0.0 0.0 0.0 0.001
C -1.744606 1.682434 -6.236272 0.0 0.0 0.0 0.001
C -2.524127 2.086407 -5.162809 0.0 0.0 0.0 0.001
C -2.033319 1.980465 -3.866777 0.0 0.0 0.0 0.004
C -1.671042 -1.576007 -3.830952 0.0 0.0 0.0 0.012
C -0.326547 -1.920890 -3.849049 0.0 0.0 0.0 0.004
C 0.255817 -2.437184 -4.994157 0.0 0.0 0.0 0.000
C -0.517186 -2.596606 -6.135574 0.0 0.0 0.0 0.002
C -1.854703 -2.235441 -6.120209 0.0 0.0 0.0 0.000
C -2.459871 -1.719932 -4.973797 0.0 0.0 0.0 0.005
C -3.915704 -1.345450 -5.007103 0.0 0.0 0.0 0.010
C -3.324977 -3.930144 -1.856761 0.0 0.0 0.0 0.018
C -1.873282 -4.275002 -2.043402 0.0 0.0 0.0 0.009
C -4.239331 -4.969514 -1.713164 0.0 0.0 0.0 0.001
H -7.584259 -5.534795 -1.316182 0.0 0.0 0.0 0.000
H -6.349350 -6.425650 -0.425845 0.0 0.0 0.0 0.001
H -6.464612 -6.598902 -2.172842 0.0 0.0 0.0 0.001
H -7.087291 -3.216796 -1.322956 0.0 0.0 0.0 0.001
H -6.783039 -0.985027 -1.338473 0.0 0.0 0.0 0.000
H -5.580505 -0.423695 -2.507150 0.0 0.0 0.0 0.002
H -5.235798 -0.354916 -0.782701 0.0 0.0 0.0 0.000
H 1.029276 0.720041 -4.541744 0.0 0.0 0.0 0.000
H 0.153802 0.883424 -6.847371 0.0 0.0 0.0 0.000
H -2.131445 1.751210 -7.245663 0.0 0.0 0.0 0.000
H -3.518194 2.483226 -5.331453 0.0 0.0 0.0 0.000
H -2.642834 2.295126 -3.027568 0.0 0.0 0.0 0.000
H 0.266607 -1.766420 -2.958925 0.0 0.0 0.0 0.000
H 1.304245 -2.710424 -4.994491 0.0 0.0 0.0 0.000
H -0.076367 -2.995027 -7.041203 0.0 0.0 0.0 0.000
H -2.451219 -2.344405 -7.019333 0.0 0.0 0.0 0.000
H -4.271697 -1.286492 -6.035880 0.0 0.0 0.0 0.001
H -4.078069 -0.373547 -4.535522 0.0 0.0 0.0 0.005
H -4.525225 -2.078177 -4.472118 0.0 0.0 0.0 0.001
H -1.221730 -3.552868 -1.554291 0.0 0.0 0.0 0.006
H -1.601562 -4.288679 -3.101396 0.0 0.0 0.0 0.001
H -1.659677 -5.260076 -1.627256 0.0 0.0 0.0 0.001
H -3.873861 -5.992103 -1.735805 0.0 0.0 0.0 0.000

84
Properties=species:S:1:pos:R:3:forces:R:3:lowdin_charge:R:1 method="wB97M-V/def2-TZVPD" charge=+2 e_lumo_ev=-7.7958 homo_ev=-12.66
V 0.160958 -0.027859 0.310953 0.1 0.5 -0.6 1.125
O 2.081666 -0.528151 3.675251 0.0 0.0 0.0 0.204
C 1.890870 -0.288661 2.529297 0.0 0.1 0.0 -0.465
O 0.631388 -0.181046 2.014894 0.1 -0.1 0.3 -0.159
C 2.930710 -0.034468 1.492178 0.0 0.0 0.0 -0.167
C 4.270181 -0.043211 1.882555 0.0 0.0 0.0 0.047
C 5.210319 0.218853 0.928084 0.0 0.0 0.0 0.050
C 4.801433 0.460369 -0.395451 0.0 0.0 0.0 -0.124
C 5.751936 0.724537 -1.412342 0.0 0.0 0.0 -0.003
C 5.352293 0.933799 -2.696481 0.0 0.0 0.0 -0.033
C 3.978702 0.871247 -3.016301 0.0 0.0 0.0 -0.025
C 3.038063 0.624629 -2.059281 0.0 0.0 0.0 -0.012
C 3.415368 0.425405 -0.713177 0.0 0.0 0.0 -0.151
N 2.480444 0.194476 0.269601 0.1 0.0 0.0 0.133
H 4.511180 -0.245306 2.915993 0.0 0.0 0.0 0.138
H 6.265105 0.237262 1.171533 0.0 0.0 0.0 0.138
H 6.799748 0.750241 -1.142825 0.0 0.0 0.0 0.128
H 6.078228 1.132350 -3.472441 0.0 0.0 0.0 0.122
H 3.666535 1.009017 -4.043178 0.0 0.0 0.0 0.120
H 2.004929 0.539028 -2.339670 0.0 0.0 0.0 0.074
N -0.857935 -1.092701 -2.838876 -0.1 0.0 0.1 0.173
C -0.455069 0.173112 -2.726588 0.0 0.0 -0.1 -0.647
N -0.120089 0.769860 -1.583551 0.0 -0.1 0.0 -0.016
C 0.117785 2.131269 -1.775908 0.1 0.0 0.1 -0.327
C 0.045710 2.544161 -3.049943 0.0 0.0 0.0 -0.288
S -0.375799 1.226508 -4.084890 0.0 0.0 0.0 1.134
C 0.344107 2.849384 -0.537984 0.0 0.0 -0.1 -0.312
C 0.578522 4.148144 -0.306925 0.0 0.0 0.0 -0.292
S 0.612677 4.453180 1.389936 0.0 0.0 0.0 1.146
C 0.307763 2.782778 1.708664 0.0 0.1 -0.1 -0.649
N 0.215604 2.047396 0.598880 0.1 0.0 0.2 0.003
N 0.195986 2.346017 2.961776 0.0 -0.1 0.0 0.157
H -0.727929 -1.716158 -2.060201 0.1 -0.1 0.0 0.093
H -0.988630 -1.502226 -3.749010 0.0 0.0 0.0 0.132
H 0.176265 3.537287 -3.445012 0.0 0.0 0.0 0.102
H 0.691437 4.947723 -1.019021 0.0 0.0 0.0 0.100
H 0.186766 3.008184 3.719834 0.0 0.0 0.0 0.130
H -0.152699 1.419052 3.148402 0.0 0.0 0.0 0.109
Cl -3.912806 2.146642 -3.478566 0.0 0.0 0.0 0.738
C -3.534602 3.081071 -2.060496 0.0 -0.1 0.0 -0.575
C -3.267471 4.430829 -2.199906 0.0 0.0 0.0 -0.097
C -3.007233 5.194462 -1.072891 0.0 0.0 0.0 -0.068
C -2.977527 4.588723 0.173523 0.0 0.0 0.0 -0.110
C -3.201007 3.227930 0.288115 0.0 0.0 0.0 -0.563
Cl -3.065525 2.498944 1.861433 0.0 0.0 0.0 0.794
C -3.530090 2.434091 -0.817541 0.0 0.2 -0.1 -0.323
N -3.805721 1.077720 -0.710764 0.4 -0.2 0.1 0.058
C -4.807256 0.588604 0.168903 -0.3 0.0 0.0 -0.239
C -5.893369 1.378224 0.526255 0.0 0.0 0.0 -0.020
C -6.869584 0.881511 1.372353 0.0 0.0 0.0 -0.046
C -6.785560 -0.418287 1.850447 0.0 0.0 0.0 -0.053
C -5.707856 -1.208599 1.489535 0.0 0.0 0.0 -0.017
C -4.709003 -0.712804 0.659320 0.1 0.0 0.0 -0.159
C -3.503523 -1.583014 0.346140 0.0 0.0 0.0 -0.022
C -2.354013 -1.188862 1.222508 -0.1 0.0 0.2 -0.385
O -2.069296 -1.523030 2.310659 0.0 0.0 0.0 0.226
O -1.470561 -0.213521 0.587703 -0.7 -0.2 0.1 -0.164
H -3.309081 4.879518 -3.183017 0.0 0.0 0.0 0.115
H -2.843540 6.259264 -1.163643 0.0 0.0 0.0 0.117
H -2.779273 5.164360 1.067263 0.0 0.0 0.0 0.109
H -3.747942 0.585962 -1.589440 -0.1 0.0 -0.1 0.091
H -5.974256 2.384187 0.133607 0.0 0.0 0.0 0.127
H -7.707449 1.508939 1.644398 0.0 0.0 0.0 0.117
H -7.554977 -0.815304 2.497352 0.0 0.0 0.0 0.115
H -5.633510 -2.222055 1.863980 0.0 0.0 0.0 0.124
H -3.201823 -1.537476 -0.700288 0.0 0.0 0.0 0.119
H -3.731776 -2.616691 0.603448 0.0 0.0 0.0 0.142
O 1.831944 -2.254356 -1.980367 -0.1 -0.1 -0.1 0.165
C 1.509640 -2.473426 -0.858317 0.1 0.3 0.3 -0.406
O 0.518587 -1.595039 -0.277582 0.0 -0.3 -0.3 -0.189
C 1.962134 -3.473727 0.087072 0.1 -0.1 0.0 -0.142
C 1.492480 -3.517893 1.401874 0.0 0.0 0.0 0.001
C 1.967221 -4.466425 2.301267 0.0 0.0 0.0 0.056
C 2.910107 -5.351392 1.827421 0.0 0.0 0.0 -0.192
O 3.508573 -6.344468 2.495088 0.0 0.0 0.0 0.079
C 4.393964 -7.000383 1.568339 0.0 0.0 0.0 -0.071
O 4.299512 -6.289378 0.330722 0.0 0.0 0.0 0.064
C 3.381858 -5.311533 0.511461 0.0 0.0 0.0 -0.191
C 2.934169 -4.388420 -0.383604 0.0 0.0 0.0 0.102
H 0.742893 -2.815278 1.739492 0.0 0.0 0.0 0.110
H 1.614420 -4.514198 3.320924 0.0 0.0 0.0 0.137
H 4.065456 -8.029351 1.429476 0.0 0.0 0.0 0.149
H 5.412312 -6.945131 1.948470 0.0 0.0 0.0 0.147
H 3.295823 -4.346417 -1.400929 0.0 0.0 0.0 0.144